{
  "formula": "C29H83ClNO31P7Sn",
  "method": "ωB97M-V with the def2-TZVPD basis set",
  "species": ["Sn", "O", "H", "Cl", "O", "C", "C", "O", "H", "H", "H", "H", "C", "O", "P", "O", "O", "C", "O", "C", "H", "H", "H", "H", "H", "H", "H", "H", "H", "C", "O", "P", "O", "O", "C", "O", "C", "H", "H", "H", "H", "H", "H", "H", "H", "H", "C", "O", "P", "O", "O", "C", "O", "C", "H", "H", "H", "H", "H", "H", "H", "H", "H", "C", "O", "P", "O", "O", "C", "O", "C", "H", "H", "H", "H", "H", "H", "H", "H", "H", "C", "O", "P", "O", "O", "C", "O", "C", "H", "H", "H", "H", "H", "H", "H", "H", "H", "C", "O", "P", "O", "O", "C", "O", "C", "H", "H", "H", "H", "H", "H", "H", "H", "H", "C", "O", "P", "O", "O", "C", "O", "C", "H", "H", "H", "H", "H", "H", "H", "H", "H", "C", "C", "N", "C", "C", "C", "C", "H", "H", "H", "H", "H", "H", "H", "H", "H", "H", "H", "H", "H", "H", "H"],
  "positions_angstrom": [[0.947949, 2.295857, 0.482146], [-0.510030, -2.603806, -6.599203], [0.023029, -1.957742, -7.028660], [-2.703141, 3.202289, 4.889915], [1.825243, 1.145718, -0.824584], [2.321453, 1.644941, -1.978498], [2.093370, 3.130618, -2.108277], [1.558861, 3.629780, -0.853531], [1.749620, 1.094424, -2.771965], [3.365975, 1.390159, -1.995278], [1.475341, 3.339925, -2.958136], [3.011117, 3.784666, -2.200975], [3.236179, 6.296016, 3.396579], [1.995046, 6.189946, 4.037867], [1.416373, 4.718957, 4.299342], [2.353955, 3.573655, 4.370648], [0.740653, 5.102985, 5.703661], [0.367855, 4.088660, 6.631971], [0.318185, 4.486460, 3.191959], [-0.751511, 5.473374, 3.009614], [3.412034, 5.490181, 2.699835], [3.986789, 6.100134, 4.152333], [3.273686, 7.265043, 2.861771], [-0.164930, 3.231290, 6.117008], [-0.424744, 4.495920, 7.282287], [1.281848, 3.722564, 7.121291], [-0.320665, 6.420897, 2.662538], [-1.297196, 5.560869, 3.982147], [-1.405500, 5.165416, 2.192699], [7.280980, -0.092164, 1.763509], [7.345687, -1.063488, 2.825246], [6.009138, -1.318964, 3.688221], [6.055832, -2.528196, 4.545135], [5.715640, 0.107109, 4.398516], [4.745769, 0.280849, 5.395783], [4.770186, -1.293168, 2.646936], [4.323021, -2.510551, 2.061592], [6.264666, 0.243993, 1.665358], [7.504391, -0.593793, 0.811282], [7.939531, 0.761477, 2.024266], [5.059894, 1.160849, 5.914570], [4.611183, -0.504575, 6.056741], [3.777662, 0.479532, 4.895131], [3.373219, -2.834457, 2.510291], [5.023902, -3.283786, 2.364230], [4.236621, -2.453908, 1.022771], [2.061862, -2.751425, 6.362935], [0.922481, -1.928943, 6.818264], [-0.510047, -2.456042, 6.297065], [-0.372543, -3.106960, 4.954539], [-0.881526, -3.550267, 7.445804], [-0.950309, -4.944441, 6.955456], [-1.526651, -1.268241, 6.472357], [-1.680721, -0.092624, 5.674973], [2.070590, -3.006204, 5.275202], [1.910110, -3.710122, 6.873497], [3.005508, -2.276648, 6.757005], [-1.034972, -4.900430, 5.922402], [-1.741236, -5.451285, 7.456583], [-0.059911, -5.519435, 7.257232], [-2.452023, 0.560907, 6.084975], [-2.050995, -0.458671, 4.699434], [-0.705312, 0.271913, 5.494454], [3.788209, -4.579764, -4.678949], [4.613593, -3.810376, -3.844013], [4.419535, -3.931872, -2.258846], [4.655166, -5.283138, -1.808089], [5.411944, -2.764812, -1.663529], [6.773582, -3.142999, -1.433440], [2.975987, -3.417521, -1.866997], [2.604990, -2.089871, -2.231560], [4.059455, -5.634141, -4.709347], [3.997074, -4.189480, -5.750677], [2.729961, -4.540158, -4.374412], [7.208257, -3.256206, -2.400939], [6.887839, -4.021795, -0.859695], [7.243772, -2.252081, -0.975530], [2.003856, -1.643353, -1.404991], [1.967139, -2.124069, -3.146214], [3.413928, -1.434620, -2.435984], [-0.937355, 0.091669, -4.654917], [-1.305096, 1.510062, -4.454072], [-2.041802, 2.292835, -5.659658], [-1.873471, 3.777456, -5.740282], [-1.610822, 1.439526, -6.957848], [-2.287688, 1.437855, -8.290003], [-3.608082, 1.854173, -5.631183], [-4.373978, 2.517253, -4.632823], [0.146888, 0.049494, -4.687653], [-1.310019, -0.341646, -5.563403], [-1.427174, -0.573456, -3.898338], [-3.245814, 0.947452, -8.375017], [-1.494826, 0.917054, -8.909238], [-2.242723, 2.497903, -8.612150], [-4.485316, 1.872189, -3.748254], [-5.391549, 2.745914, -5.033717], [-3.881248, 3.432167, -4.305981], [-5.277057, -6.810450, -5.340095], [-4.944238, -5.451683, -5.508573], [-4.829133, -4.565669, -4.158777], [-6.009201, -4.726357, -3.275110], [-4.660140, -3.155993, -4.802004], [-3.452911, -2.581689, -5.338071], [-3.432891, -4.995161, -3.479236], [-3.284943, -4.314695, -2.203218], [-5.573543, -7.070347, -6.336305], [-6.040277, -7.035514, -4.631978], [-4.337475, -7.399189, -5.212759], [-2.569884, -3.103775, -4.911444], [-3.478156, -1.580077, -4.930572], [-3.433861, -2.539885, -6.425778], [-2.256405, -4.370573, -1.876487], [-3.987494, -4.758519, -1.516578], [-3.738286, -3.344351, -2.293759], [0.888830, -5.865410, -1.243807], [-0.118508, -4.991784, -0.715138], [0.146735, -4.315435, 0.669568], [1.444534, -3.604612, 0.753958], [-1.199880, -3.501563, 0.832802], [-1.157051, -2.288186, 1.601504], [-0.132559, -5.622052, 1.617173], [0.814175, -5.864099, 2.681306], [0.422988, -6.802422, -1.211231], [1.717001, -5.851165, -0.599436], [1.084362, -5.452539, -2.226840], [-0.902627, -2.559613, 2.644464], [-2.156719, -1.869504, 1.528381], [-0.333818, -1.710368, 1.229961], [0.822110, -6.898196, 2.973485], [0.457484, -5.315845, 3.539613], [1.776665, -5.481840, 2.366612], [-4.561758, 8.121875, -1.996496], [-3.957215, 7.864274, -0.691299], [-3.881524, 6.426869, -0.416575], [-2.992115, 5.663239, -1.269590], [-3.389581, 4.198429, -1.459282], [-3.908942, 6.125308, 1.023447], [-5.383290, 6.208346, 1.583984], [-5.606296, 7.931567, -1.995550], [-4.085886, 7.521242, -2.716568], [-4.552688, 9.171583, -2.282619], [-2.899362, 8.345964, -0.654490], [-4.570999, 8.307825, 0.114570], [-2.924815, 6.122848, -2.235662], [-1.987316, 5.607598, -0.878394], [-2.507753, 3.719344, -1.917793], [-3.717712, 3.676478, -0.568825], [-4.237718, 4.197771, -2.121533], [-3.321054, 6.861118, 1.609675], [-3.429563, 5.216653, 1.255468], [-5.210576, 5.834714, 2.596280], [-6.135286, 5.609709, 0.933417], [-5.609060, 7.267171, 1.725747]],
  "forces_ev_per_a": [[-0.17, 0.45, 0.26], [-0.93, -0.64, 0.80], [0.75, 0.82, -0.60], [0.07, -0.01, 0.04], [-0.61, -1.86, 2.02], [-0.29, -0.88, -1.82], [1.13, 2.08, 1.74], [-0.51, 0.51, -0.83], [0.89, 0.54, -0.06], [0.75, -0.10, -0.55], [-0.77, 0.35, -0.26], [-0.49, -1.14, -0.40], [0.59, -0.01, -0.39], [-0.77, -0.41, -0.12], [-0.22, -0.45, 1.43], [-0.32, 1.01, -0.37], [0.01, 0.10, -1.04], [-1.08, -1.54, -0.55], [-0.40, 0.55, -0.13], [0.12, 0.16, 0.63], [-0.24, -0.20, -0.64], [0.58, 0.77, 0.10], [0.26, -0.51, 0.59], [0.68, 0.89, 0.38], [0.77, 0.02, -0.02], [-0.48, 0.18, 0.21], [0.14, -0.08, 0.42], [0.24, -0.06, -1.04], [0.12, -0.57, 0.43], [0.09, 0.12, 0.07], [-0.88, -0.14, 0.63], [-1.31, 0.27, 0.23], [0.31, 1.21, -0.70], [1.94, -1.69, -1.19], [-1.43, 1.79, -1.59], [0.84, 0.53, 0.53], [-0.04, -1.36, 2.22], [-0.39, 0.46, -0.05], [0.44, 0.25, 0.41], [-0.27, -0.65, -0.41], [-0.07, 0.54, 0.51], [0.18, -1.84, 1.18], [0.35, 0.02, 0.37], [0.06, 0.50, -0.30], [0.16, -0.34, -0.38], [-0.11, 0.39, -1.59], [-0.07, -0.27, 0.79], [0.12, 0.09, -1.10], [0.75, -0.68, -0.70], [-0.52, 0.88, 1.05], [-0.20, -0.19, -1.01], [1.06, 0.74, 2.12], [0.47, -1.98, 1.65], [-0.92, -1.11, -1.82], [-0.08, 0.91, 0.81], [0.43, 0.01, 0.00], [-1.16, -0.39, -0.69], [-0.33, -0.35, -1.82], [-1.03, 0.01, 0.20], [0.11, 0.61, -0.20], [0.66, 0.07, 0.23], [0.02, 0.43, 0.27], [0.73, 1.27, 0.09], [-0.28, -0.09, -2.47], [0.42, 1.01, 1.21], [0.13, 1.51, 0.01], [0.39, -1.23, 0.79], [-1.32, -1.40, -0.41], [-0.14, 2.06, -0.58], [1.06, -0.08, -0.37], [-2.48, 0.57, -0.14], [0.31, -0.08, 0.38], [-0.90, -0.49, 1.82], [0.30, 0.38, -0.44], [0.72, -0.35, -0.67], [-0.06, -0.89, 0.77], [-0.19, -0.65, 0.04], [0.51, -0.50, -0.53], [0.37, -0.08, 0.62], [1.05, 0.36, -0.04], [-0.62, -0.60, 0.62], [-0.59, 0.48, -1.38], [-0.23, -0.38, -1.31], [0.08, -1.97, 0.60], [-0.91, 0.24, -0.10], [3.36, 0.91, 0.24], [0.75, 0.38, 0.31], [-1.02, -0.02, 0.43], [-0.08, -0.17, 0.33], [0.00, 0.15, -0.74], [0.80, 1.03, -0.02], [-0.17, 0.00, 0.59], [-1.26, 0.32, 0.59], [-0.70, -0.60, 0.01], [0.01, 0.06, -0.29], [0.86, -0.16, 0.21], [-0.15, 0.13, -0.15], [1.87, -0.78, -1.58], [0.34, 0.80, 1.62], [-0.64, -0.72, -0.76], [0.92, 0.28, -0.45], [-0.61, -0.11, 0.33], [0.97, -0.04, 0.93], [-0.67, 0.36, -0.43], [-0.90, -0.53, -0.17], [-0.70, -0.58, -0.47], [-0.44, 0.11, 0.71], [-0.68, 0.30, 0.56], [-0.41, 0.33, -0.78], [0.26, 0.37, -0.18], [-0.03, -0.39, 0.17], [0.05, 0.21, -0.07], [0.19, -0.70, 0.57], [0.68, 1.05, -0.07], [-1.11, 1.47, -0.29], [-0.66, 0.75, -0.34], [-0.51, -0.83, -0.12], [-1.02, -0.55, 0.80], [0.49, -0.27, -0.39], [0.22, -0.96, 1.07], [1.17, 0.64, 0.00], [-0.65, 0.92, -0.06], [-0.29, -1.64, -0.53], [1.53, 0.00, 0.46], [0.41, -0.53, -0.14], [-0.42, 0.34, -0.30], [0.28, 0.35, -0.02], [0.01, 0.89, -0.29], [0.05, -0.59, -0.43], [0.14, 0.38, 0.46], [0.38, -0.22, 0.21], [-0.82, 1.43, -0.51], [1.80, -0.17, 1.80], [-0.50, 0.28, 0.26], [-0.01, -0.72, 1.26], [0.20, 0.60, -0.51], [-1.34, 1.78, -0.72], [1.33, -0.94, -0.57], [-1.04, -0.79, 0.08], [0.39, -0.45, -1.29], [0.63, 0.20, -0.10], [-1.32, -0.53, 0.15], [0.46, -0.05, -0.32], [0.05, 0.23, -0.46], [0.80, 0.49, 0.36], [-0.60, -0.24, 0.10], [0.32, 0.03, 0.40], [-0.34, -0.36, -0.51], [-0.06, 0.04, -0.27], [0.17, -1.48, -0.06], [-0.87, -0.40, 0.05], [1.29, 1.14, 1.35], [-0.54, -0.14, -0.43]],
  "lowdin_charge": [1.2998, -0.5759, -0.2302, -0.5555, -0.5153, -0.3748, -0.2716, -0.5189, 0.1195, 0.1024, 0.0938, 0.1201, -0.1264, -0.2261, 0.3712, -0.2553, -0.2427, -0.1368, -0.2957, -0.1040, 0.0744, 0.0840, 0.0996, 0.0430, 0.0858, 0.0809, 0.0812, 0.0601, 0.0577, -0.0874, -0.2174, 0.4398, -0.2496, -0.2205, -0.0969, -0.2309, -0.0800, 0.0701, 0.0780, 0.1007, 0.0849, 0.0453, 0.1100, 0.0849, 0.0802, 0.0596, -0.0722, -0.2366, 0.4292, -0.2802, -0.2182, -0.0697, -0.2174, -0.0893, 0.0878, 0.0709, 0.0940, 0.0335, 0.0703, 0.0888, 0.0470, 0.0911, 0.0705, -0.1190, -0.2269, 0.3783, -0.2194, -0.2325, -0.0928, -0.2215, -0.0854, 0.0760, 0.1232, 0.0913, 0.0757, 0.0717, 0.0835, 0.0960, 0.1094, 0.0635, -0.0746, -0.2310, 0.4335, -0.2731, -0.2714, -0.0403, -0.2385, -0.1321, 0.0787, 0.0344, 0.0971, 0.0762, 0.1034, 0.0845, 0.0906, 0.0974, 0.0517, -0.1335, -0.2110, 0.3675, -0.2535, -0.2186, -0.0704, -0.2185, -0.0750, 0.0721, 0.0721, 0.1000, 0.0870, 0.0681, 0.0864, 0.0767, 0.0795, 0.0762, -0.0496, -0.2289, 0.3986, -0.2212, -0.2139, -0.0657, -0.2140, -0.0863, 0.0764, 0.0639, 0.0957, 0.0694, 0.0959, 0.0709, 0.0766, 0.0625, 0.0728, -0.1112, -0.2815, -0.1923, -0.2510, -0.0696, -0.2416, -0.0754, 0.0673, 0.0478, 0.0765, 0.1401, 0.1066, 0.0948, 0.1048, 0.0828, 0.0711, 0.0519, 0.1119, 0.0769, 0.0621, 0.1034, 0.0438],
  "homo_lumo_gap_ev": 5.465,
  "total_energy_ev": -179771.7704,
  "charge": -2,
  "mol_weight_da": 1312.94
}

---

{
  "formula": "C4H10OS2",
  "method": "ωB97M-V with the def2-TZVPD basis set",
  "species": ["C", "C", "C", "C", "O", "S", "S", "H", "H", "H", "H", "H", "H", "H", "H", "H", "H"],
  "positions_angstrom": [[-0.891975, 0.065713, 1.456226], [1.921417, -1.371863, 0.069782], [-1.428498, 0.844460, 0.242409], [-0.532312, 0.987834, -0.965912], [1.341513, 2.663960, -0.172622], [2.704180, 0.329913, 0.283286], [1.116843, 1.350714, -0.713524], [-0.501180, -0.869959, 1.393133], [-0.182162, 0.685621, 1.959015], [-1.737340, -0.062781, 2.057290], [0.952566, -1.131861, -0.437024], [2.489749, -2.043069, -0.556668], [1.634902, -1.835752, 1.020323], [-2.325186, 0.292802, -0.024679], [-1.558293, 1.807482, 0.643515], [-0.744516, 0.192113, -1.645426], [1.491906, 1.238532, -2.071467]],
  "forces_ev_per_a": [[-0.50, 2.60, -0.32], [-0.85, 1.19, -0.10], [1.21, -1.40, -0.01], [1.46, -0.41, 1.40], [0.25, 0.82, 0.45], [-0.75, -1.67, -0.02], [-1.91, -0.21, -2.59], [1.25, -2.73, -1.10], [0.56, 0.34, 0.61], [-1.24, 0.03, 1.47], [0.71, -0.41, 0.21], [0.32, 0.01, -0.02], [0.47, 0.25, -0.11], [-0.37, 0.71, -0.43], [-1.12, 1.29, 0.34], [0.60, -0.35, -1.02], [-0.08, -0.04, 1.23]],
  "nbo_charge": [-0.6019, -0.7367, -0.4405, -0.6340, -0.9420, -0.0246, 1.3973, 0.1953, 0.2056, 0.2083, 0.2205, 0.2228, 0.2260, 0.2149, 0.2175, 0.2140, 0.0574],
  "homo_lumo_gap_ev": 8.528,
  "total_energy_ev": -28024.0974,
  "relative_energy_ev": 4.494,
  "charge": 0,
  "mol_weight_da": 138.26,
  "smiles": "CCC=[S@@H](=O)SC"
}

---

{
  "formula": "C2H6N4S",
  "method": "ωB97M-V with the def2-TZVPD basis set",
  "species": ["C", "C", "H", "H", "H", "H", "H", "H", "N", "N", "N", "N", "S"],
  "positions_angstrom": [[-0.832218, 0.469054, -0.016385], [2.869568, -0.730358, 0.065134], [-2.999693, -0.972805, -0.752222], [-2.793193, -0.773835, 0.877129], [-0.367269, -1.514813, -0.011503], [-1.351205, 2.277274, 0.197165], [3.543117, 0.128260, 0.006037], [3.316945, -1.710028, 0.160424], [-2.443557, -1.291660, 0.059978], [-1.127777, -0.850734, -0.168347], [-1.748972, 1.360863, 0.103038], [1.603530, -0.661352, 0.064910], [0.902789, 0.889622, -0.074161]],
  "forces_ev_per_a": [[-0.60, 0.16, -0.07], [-0.16, 0.08, 0.13], [0.31, -0.21, 0.75], [-0.01, -0.20, -0.46], [-0.62, 0.30, -0.08], [0.15, 0.54, 0.07], [-0.10, 0.00, -0.06], [0.05, -0.15, -0.02], [-0.24, 0.39, -0.30], [0.62, -0.13, 0.16], [0.50, -0.91, -0.10], [0.12, 0.33, -0.11], [-0.02, -0.21, 0.07]],
  "nbo_charge": [0.2711, -0.0583, 0.3567, 0.3557, 0.4138, 0.3449, 0.1587, 0.1839, -0.6316, -0.4698, -0.7549, -0.5688, 0.3987],
  "homo_lumo_gap_ev": 9.763,
  "total_energy_ev": -18965.1828,
  "relative_energy_ev": 1.862,
  "charge": 0,
  "mol_weight_da": 118.16,
  "smiles": "[H]/N=C(/NN)SN=C"
}

---

Computed HOMO level (eV) in order:
-2.14; -8.40; -9.06
Computed maximum force (eV/Å) in order:
3.49; 3.22; 1.04